A molecular structure, C4H5N3O3. Source: the OMol25 dataset; level of theory: ωB97M-V with the def2-TZVPD basis set.

Structure (XYZ):
```
15
Properties=species:S:1:pos:R:3:forces:R:3
C -2.440971 -1.273978 0.037268 0.0 6.9 -2.9
C 1.145039 -0.784679 -0.098056 -6.2 1.6 0.9
C 1.304271 0.759694 0.008310 4.8 -0.7 -0.6
C -1.183410 0.841718 0.026955 6.6 -4.4 -0.7
H -2.848673 -0.933947 0.947834 -1.2 0.2 0.8
H -2.275641 -2.241894 0.044518 0.6 -4.7 -0.4
H -3.035671 -0.803421 -0.930898 1.2 -1.6 2.7
H 2.051984 -2.423529 0.060993 0.4 2.2 -0.1
H -0.009083 2.663167 0.169469 1.1 -5.2 -1.1
N -1.064330 -0.601460 0.019451 -9.1 4.5 0.1
N -0.122843 -1.386503 -0.018734 11.0 -0.9 -0.5
N 0.126250 1.404405 -0.061068 -2.4 5.6 1.6
O 2.244915 -1.421900 0.011642 1.8 -4.0 0.0
O 2.479339 1.278797 0.042692 -4.7 -1.6 0.1
O -2.150007 1.464104 -0.018874 -4.2 2.2 0.2
```
Positions in Å, forces in eV/Å.

Energy relative to the best compared isomer or geometry (same formula, charge and spin)   96.7 kcal per mole
Total energy   -14838.5984 eV

=====

2 unconnected molecules or ions with the total composition C4H5N3O3S. Source: the OMol25 dataset; level of theory: ωB97M-V with the def2-TZVPD basis set.

Structure (XYZ):
```
16
Properties=species:S:1:pos:R:3:forces:R:3
C -2.137721 -1.342285 -0.050069 -1.7 -0.6 -0.2
S -1.755925 0.370247 0.535463 -0.8 -0.4 1.3
O -2.826721 0.894984 1.386711 1.7 -0.6 -1.6
O -0.387859 0.391802 1.022509 -1.2 -0.1 0.1
O -1.691622 1.054026 -0.895336 -0.7 0.5 -0.1
H -2.885268 -2.029883 0.519170 1.2 2.0 -0.3
H -2.533549 -1.363138 -1.110405 0.9 0.4 1.2
H -1.180208 -1.804112 0.064838 0.6 -0.4 -0.4
H -1.415171 1.999987 -0.862662 0.0 -0.8 0.2
N 0.927712 1.988254 -1.401048 1.7 -0.8 1.2
C 1.726200 1.360187 -0.832671 -2.5 1.0 -2.4
C 2.589091 0.414349 -0.221705 -0.8 -1.5 2.1
N 3.696350 0.817851 0.189064 1.9 -0.5 1.3
C 2.041988 -0.906356 0.248012 -0.1 0.5 -0.9
N 1.703117 -1.963126 0.555319 0.2 0.5 -0.1
H 4.129583 0.117216 0.852816 -0.3 0.8 -1.2
```
Positions in Å, forces in eV/Å.

Energy relative to the best compared isomer or geometry (same formula, charge and spin)   39.0 kcal per mole
Total energy   -25674.1210 eV
Structure (SMILES)   CS(=O)(=O)O.N#CC(=N)C#N

=====

2 unconnected molecules or ions with the total composition C4H5N3O6. Source: the OMol25 dataset; level of theory: ωB97M-V with the def2-TZVPD basis set.

Structure (XYZ):
```
18
Properties=species:S:1:pos:R:3:forces:R:3
O -1.929497 0.269333 0.197866 0.5 0.6 1.3
N -0.939375 0.627791 0.676163 -3.0 -0.1 0.1
O 0.093048 0.527076 -0.357226 2.2 -2.1 -1.9
C 0.487195 -0.782915 -0.338971 1.4 1.4 2.2
C 1.215598 -1.308659 0.785702 -1.5 -1.0 -3.2
N 1.346997 -2.653420 0.378925 -1.1 0.1 -1.7
O 1.924323 -3.695804 1.034470 -0.1 -0.2 0.7
C 0.801050 -2.927745 -0.845053 0.4 1.3 1.2
N 0.254220 -1.758435 -1.314542 1.0 -0.9 1.8
H 1.586755 -0.841705 1.717487 -0.3 -0.5 -0.9
H 1.182672 -4.199055 1.436393 0.5 0.3 0.0
H 0.852285 -3.948719 -1.270277 -0.2 1.1 0.1
H -0.225836 -1.662884 -2.209989 0.2 0.3 0.4
C -1.342235 4.854927 0.179739 0.3 1.4 0.8
O -0.203981 4.491846 0.595863 0.0 0.0 0.1
O -1.950999 3.846560 -0.557956 -0.1 -1.0 -0.3
O -1.960683 5.908840 0.323427 0.1 -0.3 -0.1
H -1.191536 3.252968 -0.432022 -0.4 -0.4 -0.5
```
Positions in Å, forces in eV/Å.

Energy relative to the best compared isomer or geometry (same formula, charge and spin)   42.5 kcal per mole
Total energy   -20975.7231 eV

=====

C4H5N3S in the gas phase. Source: the OMol25 dataset; level of theory: ωB97M-V with the def2-TZVPD basis set.

Structure (XYZ):
```
13
Properties=species:S:1:pos:R:3:forces:R:3
C 1.407916 1.755746 -0.001327 0.6 0.2 0.4
C 1.020406 0.295238 0.003964 0.2 0.0 0.0
S 2.085081 -0.924767 -0.001450 -0.3 0.3 0.0
N -0.377516 0.095568 -0.003063 0.2 -0.2 0.1
C -1.374146 1.029688 0.004487 -0.2 -0.3 -0.1
C -2.529021 0.306847 -0.004090 0.9 0.0 0.0
N -2.188606 -1.025204 0.003785 0.0 0.0 -0.1
N -0.915322 -1.155443 0.002753 -0.3 0.3 0.0
H 1.021212 2.275102 0.911838 0.2 -0.4 -0.8
H 2.518049 1.823167 0.001628 -0.9 0.0 0.0
H 1.021643 2.244724 -0.911626 0.1 -0.1 0.4
H -1.163107 2.076396 -0.000455 -0.1 0.2 0.0
H -3.539925 0.647321 -0.020716 -0.3 0.0 0.0
```
Positions in Å, forces in eV/Å.

Energy relative to the best compared isomer or geometry (same formula, charge and spin)   44.0 kcal per mole
Total energy   -19532.9734 eV
Structure (SMILES)   CC(=S)n1ccnn1

=====

C4H5N3S in the gas phase. Source: the OMol25 dataset; level of theory: ωB97M-V with the def2-TZVPD basis set.

Structure (XYZ):
```
13
Properties=species:S:1:pos:R:3:forces:R:3
C 2.242250 -1.176614 -0.064488 -0.1 2.5 -0.5
N 1.732284 0.099714 -0.205531 1.7 -6.3 0.8
N 0.437758 0.228270 0.093746 -2.2 0.3 0.8
C -0.142829 1.445604 0.055370 -0.2 2.2 -0.5
C -1.515592 1.387322 -0.019120 3.1 -0.8 0.1
C -1.822098 -0.015814 0.004585 -0.7 2.2 -0.2
S -3.228748 -0.742827 -0.095235 -2.8 -1.4 0.0
N -0.693208 -0.675240 0.072231 5.0 -1.3 0.0
H 1.764179 -2.172739 0.349417 0.4 2.4 -1.0
H 3.329013 -1.272482 -0.395278 -1.7 0.3 0.6
H 0.569025 2.310371 0.042159 -1.0 -0.9 -0.1
H -2.133249 2.192521 -0.267692 -1.0 0.8 0.1
H -0.538788 -1.608090 0.429842 -0.4 0.2 -0.2
```
Positions in Å, forces in eV/Å.

Energy relative to the best compared isomer or geometry (same formula, charge and spin)   90.6 kcal per mole
Total energy   -19530.9540 eV
Structure (SMILES)   C=Nn1ccc(=S)[nH]1

=====

C4H5N3S in the gas phase. Source: the OMol25 dataset; level of theory: ωB97M-V with the def2-TZVPD basis set.

Structure (XYZ):
```
13
Properties=species:S:1:pos:R:3:forces:R:3
N 1.519724 -1.334836 -0.253641 5.6 -7.3 2.2
C 0.997445 -0.196888 -0.051045 -2.9 6.5 -1.0
C 1.532584 1.075275 -0.291834 -5.3 -1.4 2.6
N 0.426354 1.986647 0.147073 0.0 -1.0 -1.3
N -0.704035 1.387634 0.246631 2.8 -0.1 -0.5
C -0.500870 -0.075459 0.108383 -3.2 1.4 1.7
C -1.788358 -0.724640 0.359956 3.7 -0.9 -1.5
S -3.288043 0.140809 -0.240418 0.9 0.2 0.7
H 1.377942 -1.823770 0.763400 0.9 0.4 -3.4
H 2.616133 -1.313824 -0.538999 -3.5 -0.1 1.2
H 2.541577 1.346621 -0.323244 1.1 0.6 -0.2
H -1.828372 -1.960944 0.666116 -0.3 3.9 -1.1
H -2.902081 1.493369 -0.592380 0.2 -2.3 0.7
```
Positions in Å, forces in eV/Å.

Energy relative to the best compared isomer or geometry (same formula, charge and spin)   132.8 kcal per mole
Total energy   -19529.1241 eV
Structure (SMILES)   NC1=CN=N/C1=C\S

=====

2 unconnected molecules or ions with the total composition C4H5N4O3S. Source: the OMol25 dataset; level of theory: ωB97M-V with the def2-TZVPD basis set.

Structure (XYZ):
```
17
Properties=species:S:1:pos:R:3:forces:R:3
C 1.944503 -0.695379 0.371735 1.2 0.3 0.3
C 2.758204 -0.078441 1.396660 0.7 -1.6 1.5
C 0.728878 -0.093650 0.486841 -0.2 1.3 0.9
C -2.329053 1.539859 0.203250 0.3 0.6 1.3
N 2.075726 0.770231 2.143956 1.6 0.0 -0.2
N 0.883701 0.817594 1.620272 -3.6 -0.1 -2.6
N -2.966265 0.957007 -0.577387 -2.2 -3.1 -3.0
N -0.424481 -0.200645 -0.253166 -0.1 0.7 0.3
O -2.161953 -1.555195 -1.491594 0.7 0.5 0.5
O -1.893930 2.232564 1.029663 1.2 1.1 1.2
O -0.273887 -0.790829 -2.769923 0.2 0.1 0.2
S -0.670945 -1.388404 -1.245158 -0.2 -0.7 0.7
H 2.187536 -1.375078 -0.450529 0.2 0.3 0.7
H 3.675919 -0.436770 1.935000 -0.6 0.4 -1.4
H 0.279355 1.654780 1.795644 0.6 -1.5 -0.3
H -0.936314 -1.299197 -3.251616 -0.1 0.2 -0.6
H -2.876993 -0.058448 -0.943649 0.3 1.6 0.5
```
Positions in Å, forces in eV/Å.

Energy relative to the best compared isomer or geometry (same formula, charge and spin)   0.0 kcal per mole
Net charge   -1
Total energy   -27167.5433 eV

=====

C4H5N5 in the gas phase. Source: the OMol25 dataset; level of theory: ωB97M-V with the def2-TZVPD basis set.

Structure (XYZ):
```
14
Properties=species:S:1:pos:R:3:forces:R:3
H -2.329535 0.717335 -0.299351 0.0 -1.0 -0.3
N -2.226774 -0.321028 -0.309696 1.6 0.3 0.1
C -0.976067 -0.623421 -0.435320 0.0 2.8 -0.1
N -0.537216 -1.916107 -0.332287 2.1 -1.8 4.8
N 0.256303 -2.189872 0.846518 -1.9 0.9 -6.2
C 1.156122 -1.280829 1.271624 -0.6 0.2 1.4
C 1.478182 0.027249 0.962621 0.2 0.5 0.0
N 1.068379 0.954483 0.031843 -0.3 -2.7 0.6
C 0.060803 0.560334 -0.693281 -1.4 1.8 -0.5
N -0.314120 1.542681 -1.641499 -1.3 -1.5 0.9
H 1.660777 -1.724718 2.138668 0.1 0.6 -0.3
H 2.220834 0.457942 1.604861 0.5 -0.1 0.3
H -0.241274 2.465027 -1.185501 0.2 -0.6 -0.8
H -1.276416 1.330924 -1.959200 0.9 0.6 -0.1
```
Positions in Å, forces in eV/Å.

Energy relative to the best compared isomer or geometry (same formula, charge and spin)   81.8 kcal per mole
Total energy   -11675.0620 eV
Structure (SMILES)   [H]/N=c1/nnccnc1N

=====

A molecular structure, C4H5NO. Source: the OMol25 dataset; level of theory: ωB97M-V with the def2-TZVPD basis set.

Structure (XYZ):
```
11
Properties=species:S:1:pos:R:3:forces:R:3
O -0.374644 0.711045 -1.597016 0.0 -0.1 0.0
C -0.392524 0.687896 -0.286401 -0.3 0.1 0.0
C -1.194105 -0.353714 0.304671 -0.2 0.2 0.0
C 0.177831 -0.965364 -0.180327 0.4 -0.3 0.3
C 1.222556 -0.242522 0.355000 0.1 -0.2 -0.2
N 0.771301 1.091244 0.508341 -0.1 0.1 0.1
H -2.050524 -0.669489 -0.280660 0.2 0.0 0.1
H -1.313923 -0.417963 1.385172 0.1 0.1 -0.2
H 0.007188 -0.526733 -1.544957 0.0 0.2 -0.1
H 2.280942 -0.461050 0.225640 -0.2 0.0 0.0
H 0.587320 1.480927 1.427820 0.0 -0.1 -0.1
```
Positions in Å, forces in eV/Å.

Energy relative to the best compared isomer or geometry (same formula, charge and spin)   138.0 kcal per mole
Total energy   -7760.5427 eV

=====

C4H5NO in the gas phase. Source: the OMol25 dataset; level of theory: ωB97M-V with the def2-TZVPD basis set.

Structure (XYZ):
```
11
Properties=species:S:1:pos:R:3:forces:R:3
C -1.377932 0.472612 -0.553846 0.2 -0.2 0.1
C -1.073170 -0.641512 0.114044 -0.2 0.3 -0.1
C 0.216313 -0.987880 0.748090 0.3 0.1 0.0
N 1.341582 -0.402583 0.674382 -0.4 -0.2 -0.1
C 1.694547 0.689544 -0.099403 0.1 0.0 -0.3
O 1.857899 0.684545 -1.298832 -0.1 -0.1 0.5
H -0.659949 1.262888 -0.730030 0.0 0.0 0.0
H -2.368977 0.620778 -0.974772 0.1 -0.1 0.1
H -1.843816 -1.393700 0.241395 0.0 0.0 0.0
H 0.189809 -1.885748 1.373645 0.0 0.1 -0.1
H 1.948707 1.561272 0.529650 -0.1 0.0 -0.1
```
Positions in Å, forces in eV/Å.

Energy relative to the best compared isomer or geometry (same formula, charge and spin)   34.0 kcal per mole
Total energy   -7765.0506 eV
Structure (SMILES)   C=C/C=N\C=O